DFT (wB97M-V/def2-TZVPD) results for a cluster of 7 separate species, C27H50Br12ClNO4S in total in a non-equilibrium geometry.

## Properties
SMILES string: CCCCO[C@@H]1[C@@H](CCCCl)C(=O)N[C@]1(S)CCOC(C)=O.BrCCBr.BrCCBr.BrCCBr.BrCCBr.BrCCBr.BrCCBr
Orbital gap in eV: 9.54
HOMO energy in Ha: -0.33533

CARTESIAN COORDINATES (ANGSTROEM)
C (0.7346, 2.3453, 3.0237)
C (1.0133, 1.1083, 3.9664)
C (2.1448, 0.1759, 3.4243)
C (1.5939, -1.0993, 2.7429)
O (1.3317, -0.7759, 1.3650)
C (0.5026, -1.7475, 0.8028)
C (0.4003, -1.7815, -0.7453)
C (1.6771, -2.0548, -1.5802)
C (1.9914, -0.8613, -2.5476)
C (1.5916, -1.1912, -4.0022)
Cl (2.0787, 0.1200, -5.1544)
C (-0.7655, -2.8291, -0.8283)
O (-0.7664, -3.8868, -1.3472)
N (-1.8120, -2.1837, -0.0376)
C (-1.0666, -1.6723, 1.1482)
S (-1.6788, -2.7266, 2.5265)
C (-1.4403, -0.1528, 1.2893)
C (-2.9517, 0.0735, 1.5824)
O (-3.4653, 1.3299, 1.1179)
C (-3.3783, 1.4772, -0.2518)
C (-4.2420, 0.6678, -1.2340)
O (-2.6027, 2.2631, -0.6959)
H (1.2615, 2.1851, 2.0644)
H (1.0958, 3.2729, 3.5068)
H (-0.3549, 2.4548, 2.8599)
H (1.2619, 1.5156, 4.9678)
H (0.0826, 0.5199, 4.1236)
H (2.7634, -0.1369, 4.2897)
H (2.8173, 0.7216, 2.7272)
H (2.3983, -1.8691, 2.8012)
H (0.6887, -1.4592, 3.2671)
H (0.7649, -2.7765, 1.1481)
H (-0.0604, -0.8666, -1.1669)
H (1.4785, -2.9260, -2.2458)
H (2.5554, -2.3350, -0.9733)
H (3.0760, -0.6340, -2.5298)
H (1.4915, 0.0764, -2.2298)
H (2.1287, -2.1038, -4.3172)
H (0.5082, -1.3883, -4.1043)
H (-2.2993, -1.4430, -0.5381)
H (-1.5896, -1.8975, 3.6121)
H (-1.0673, 0.3414, 0.3739)
H (-0.8642, 0.2600, 2.1367)
H (-3.5603, -0.7988, 1.2510)
H (-3.0666, 0.0880, 2.6826)
H (-3.6334, -0.1558, -1.6574)
H (-5.1689, 0.2524, -0.8044)
H (-4.4750, 1.3391, -2.0776)
Br (-5.3000, 0.4807, -5.3194)
C (-4.5898, 2.2836, -5.1162)
C (-3.3353, 2.4801, -5.9253)
Br (-1.8026, 1.6319, -5.0759)
H (-4.4391, 2.4460, -4.0525)
H (-5.3816, 2.9422, -5.4727)
H (-3.0818, 3.5366, -5.9815)
H (-3.4049, 2.0736, -6.9312)
Br (4.7173, -0.2595, 1.2526)
C (6.0402, 1.1685, 1.1927)
C (6.6820, 1.3820, 2.5371)
Br (5.4905, 2.3400, 3.7449)
H (5.5328, 2.0507, 0.8164)
H (6.7804, 0.8413, 0.4632)
H (7.5635, 2.0150, 2.4423)
H (6.9560, 0.4541, 3.0324)
Br (-0.3065, -6.5005, 3.9885)
C (-2.0834, -7.1748, 4.4183)
C (-3.1533, -6.1767, 4.0597)
Br (-3.2322, -4.7276, 5.3558)
H (-2.0770, -7.4319, 5.4740)
H (-2.1944, -8.0824, 3.8262)
H (-4.1370, -6.6433, 4.0913)
H (-3.0020, -5.7206, 3.0841)
Br (3.4716, 3.2134, -0.5961)
C (4.1332, 5.0315, -0.3740)
C (5.3727, 5.2742, -1.1951)
Br (6.9435, 4.4593, -0.3795)
H (4.2897, 5.1829, 0.6910)
H (3.3205, 5.6725, -0.7136)
H (5.5969, 6.3391, -1.2411)
H (5.2990, 4.8773, -2.2041)
Br (0.8360, -4.0036, 8.3708)
C (1.0815, -3.7560, 6.4550)
C (2.4345, -3.1690, 6.1434)
Br (2.4953, -1.2614, 6.5375)
H (0.2581, -3.1372, 6.1078)
H (0.9885, -4.7526, 6.0246)
H (2.6448, -3.2465, 5.0767)
H (3.2413, -3.6332, 6.7042)
Br (-3.2980, 5.2251, -8.4292)
C (-4.7604, 4.7780, -9.6359)
C (-5.4617, 3.5142, -9.2095)
Br (-4.4204, 1.9328, -9.6632)
H (-4.3376, 4.7148, -10.6348)
H (-5.4403, 5.6276, -9.5853)
H (-6.4021, 3.4002, -9.7470)
H (-5.6518, 3.4723, -8.1399)